Record 1
C9H16FN5O5 | the ωB97M-V functional and the def2-TZVPD basis

```
36
Properties=species:S:1:pos:R:3
C -2.38 1.03 -2.55
C -1.71 -0.38 -2.46
C -0.74 -0.53 -1.29
F 0.14 0.56 -1.34
N -1.40 -0.43 0.01
N -2.71 -0.33 0.24
C -2.86 -0.24 1.56
N -1.71 -0.29 2.19
C -0.78 -0.44 1.19
N 0.51 -0.55 1.45
C 0.97 -0.55 2.84
C 2.54 -0.39 2.91
C 2.95 0.99 3.56
C 3.85 1.72 2.54
O 5.01 1.54 2.51
O 3.20 2.58 1.67
H -1.68 1.85 -2.33
H -3.23 1.15 -1.84
H -2.82 1.10 -3.55
H -1.17 -0.52 -3.43
H -2.49 -1.17 -2.37
H -0.11 -1.43 -1.36
H -3.50 -0.32 -0.40
H -3.87 -0.12 1.95
H 1.15 -0.68 0.67
H 0.51 0.22 3.45
H 0.75 -1.55 3.26
H 2.95 -1.19 3.54
H 2.91 -0.49 1.88
H 2.09 1.61 3.85
H 3.56 0.75 4.45
H 2.70 2.00 1.06
N -0.65 -1.37 -5.97
O -1.54 -0.51 -5.78
O 0.15 -1.65 -5.05
O -0.57 -1.95 -7.06
```

Values from the calculation:
- HOMO energy: -6.92 eV
- Spin multiplicity: 1
- HOMO-LUMO gap: 6.00 eV
- Calculated total energy: -1102.17813 Ha
- Maximum force: 2.49 eV/A

Record 2
C3H6Si | the ωB97M-V functional and the def2-TZVPD basis

```
10
Properties=species:S:1:pos:R:3
C 0.38 -0.94 0.62
C -1.02 -0.27 0.45
C 1.09 0.17 -0.12
Si -0.43 0.67 -1.05
H 0.58 -1.12 1.66
H 0.41 -1.89 0.02
H -1.12 0.40 1.26
H 1.75 1.03 0.39
H -0.85 -0.16 -2.12
H -0.95 2.11 -1.44
```

Values from the calculation:
- HOMO energy (alpha / beta): -8.62 / -8.71 eV
- Spin multiplicity: 1
- HOMO-LUMO gap (alpha / beta): 8.35 / 8.36 eV
- Calculated total energy: -407.21613 Ha
- Maximum force: 3.15 eV/A

Record 3
C8H14N3 | the ωB97M-V functional and the def2-TZVPD basis

```
25
Properties=species:S:1:pos:R:3
C 0.65 -1.08 -2.09
C 0.13 0.07 -2.01
C 0.40 -1.29 0.20
C 1.39 -2.39 -1.95
C 2.86 -2.51 -1.64
C -2.59 2.14 1.48
C 0.34 1.87 1.20
C -1.93 1.22 0.45
N 0.54 -1.94 -0.94
N -0.09 -0.13 0.01
N -0.61 0.72 0.94
H 0.39 -1.79 1.18
H 0.83 -3.00 -2.69
H 3.53 -2.14 -2.45
H 3.06 -3.48 -1.19
H 3.01 -1.75 -0.80
H -3.57 2.43 1.02
H -2.92 1.53 2.34
H -2.04 3.10 1.63
H 0.38 2.26 0.17
H -0.05 2.48 1.92
H 1.21 1.31 1.43
H -1.67 1.76 -0.41
H -2.50 0.36 0.23
H -0.75 0.26 1.97
```

Values from the calculation:
- Charge: +1
- HOMO energy: -12.70 eV
- Spin multiplicity: 1
- HOMO-LUMO gap: 9.32 eV
- Calculated total energy: -476.95142 Ha
- Maximum force: 4.89 eV/A

Record 4
C31H39MoN5O5S | the ωB97M-V functional and the def2-TZVPD basis

```
82
Properties=species:S:1:pos:R:3
Mo -0.64 1.10 0.30
O 3.37 0.37 -1.50
C 3.76 1.67 -1.59
C 4.91 1.95 -2.31
C 5.34 3.25 -2.44
C 4.64 4.30 -1.86
C 3.50 4.03 -1.13
C 3.04 2.71 -0.98
C 1.83 2.47 -0.21
O 1.43 1.23 0.00
N 1.13 3.47 0.29
N 0.08 2.94 0.97
C -0.42 3.51 2.00
C -1.32 2.68 2.78
C -2.01 3.12 3.89
C -2.78 2.21 4.61
C -2.83 0.90 4.19
C -2.12 0.53 3.05
N -1.38 1.39 2.36
H 2.54 0.38 -0.99
H 5.44 1.13 -2.77
H 6.24 3.46 -3.01
H 4.98 5.32 -1.97
H 2.94 4.83 -0.67
H -0.08 4.49 2.32
H -1.94 4.16 4.20
H -3.33 2.53 5.48
H -3.40 0.15 4.72
H -2.14 -0.49 2.69
C -7.46 1.32 -0.72
O -6.83 1.33 -2.00
C -5.51 1.32 -2.08
C -4.97 1.34 -3.39
C -3.63 1.34 -3.56
C -2.72 1.30 -2.46
C -1.33 1.32 -2.68
C -0.75 1.42 -4.06
O -0.47 1.24 -1.75
C -3.28 1.28 -1.15
O -2.54 1.27 -0.04
C -4.66 1.30 -0.97
H -8.53 1.33 -0.92
H -7.19 2.20 -0.15
H -7.20 0.41 -0.17
H -5.66 1.36 -4.22
H -3.23 1.36 -4.57
H -1.11 2.32 -4.56
H -1.06 0.56 -4.66
H 0.33 1.45 -3.99
H -5.04 1.29 0.04
C 2.28 -4.36 4.56
C 2.68 -3.23 3.62
C 1.60 -2.16 3.53
C 1.99 -0.99 2.63
N 2.22 -1.39 1.24
C 1.31 -1.54 0.29
S -0.40 -1.26 0.66
N 1.65 -1.94 -0.91
C 0.77 -2.17 -2.06
C 0.18 -3.58 -2.11
C 1.19 -4.72 -2.26
C 1.98 -5.06 -1.00
H 3.06 -5.12 4.62
H 1.36 -4.84 4.23
H 2.12 -3.98 5.58
H 2.87 -3.64 2.62
H 3.62 -2.78 3.95
H 1.40 -1.76 4.52
H 0.67 -2.60 3.17
H 2.92 -0.54 2.97
H 1.23 -0.21 2.64
H 3.17 -1.60 0.98
H 2.63 -2.13 -1.07
H 1.38 -1.97 -2.94
H -0.02 -1.42 -2.03
H -0.51 -3.59 -2.95
H -0.43 -3.73 -1.21
H 1.87 -4.49 -3.09
H 0.63 -5.60 -2.56
H 2.78 -4.34 -0.79
H 2.46 -6.03 -1.10
H 1.34 -5.10 -0.12
```

Values from the calculation:
- Charge: +2
- HOMO energy (alpha / beta): -13.15 / -13.14 eV
- Spin multiplicity: 3
- HOMO-LUMO gap (alpha / beta): 6.12 / 6.05 eV
- Calculated total energy: -2320.64678 Ha
- Maximum force: 0.43 eV/A